Entry 1:
84
Properties=species:S:1:pos:R:3:forces:R:3:lowdin_charge:R:1 method="wB97M-V/def2-TZVPD" e_tot_ev=-146267.97843 total_charge=+1 lumo_energy_ha=-0.184 e_above_lowest_kcal_mol=96.2
C 3.69338 0.92084 3.34287 -0.0543 0.1237 -0.4448 -0.011
C 4.05060 0.23944 1.89445 7.9162 -2.9746 -0.1981 -0.265
O 5.27216 -0.33447 1.74222 -8.7595 3.7838 0.8447 0.015
O 3.15107 0.15341 0.72699 -0.5140 3.4211 1.1259 -0.026
C 2.80552 1.48028 0.19374 4.8030 4.9919 -1.0431 -0.204
O 3.74832 2.43642 0.12517 -6.2752 -6.4536 1.0365 0.013
C 1.29683 1.88952 -0.39731 0.0394 -1.1867 0.6037 -0.023
C 0.24420 1.55793 0.83053 -0.8909 1.1395 -0.9103 -0.174
C -1.27989 2.22886 0.74162 -0.3894 -1.2635 0.5971 -0.133
C -1.90119 1.45595 2.08576 -0.6789 0.1929 -0.3236 -0.426
P -3.77191 1.35987 1.58939 -1.8728 -0.0787 -0.5673 0.616
O -4.29875 -0.29198 1.42207 2.2245 0.9565 0.0057 -0.405
Br -4.98412 2.16807 3.36301 0.9898 -0.9484 -0.7549 0.255
N -1.43529 0.04671 1.78948 4.8071 0.2101 -1.8625 0.042
C -0.25970 0.01734 1.07630 -0.7418 -0.0675 1.4213 -0.017
C 0.35212 -1.43756 0.63219 -0.5055 -0.0416 0.2076 -0.107
C 0.97002 -2.32641 1.88024 1.0726 -0.4041 0.2442 -0.265
C 1.17630 -3.87606 1.29977 0.2288 1.3543 -1.8175 -0.666
I 0.39539 -5.42956 2.63358 0.5409 0.9324 -0.6903 0.715
H 3.89267 2.09410 3.29079 -0.7087 -2.5764 -0.1027 0.119
H 2.59615 0.65186 3.64802 2.0024 0.7517 -0.6386 0.084
H 4.42464 0.50715 4.16978 -1.4215 0.5886 -2.1066 0.116
H 1.01424 1.30959 -1.37361 0.7469 0.9329 1.8791 0.142
H 1.30646 3.05064 -0.65428 0.1973 -2.6539 0.8528 0.161
H 0.73623 2.15663 1.72331 -1.0777 -1.9835 -1.1268 0.176
H -1.37350 3.39370 0.67981 0.4030 -2.3032 0.5382 0.150
H -1.99504 1.77961 -0.09792 2.0035 0.9908 1.2762 0.103
H -1.63125 1.91454 3.14032 -0.3626 -1.2826 -2.1644 0.156
H -3.80183 -0.75500 0.67251 -1.1415 1.0202 1.1962 0.076
H -1.82800 -0.89278 2.01803 -0.1931 1.3427 0.2191 0.167
H 1.19095 -1.35231 -0.17972 -1.8206 0.1377 1.5345 0.136
H -0.56396 -2.07751 0.21239 1.8961 1.5543 0.7787 0.144
H 0.30733 -2.29483 2.85397 1.1792 -0.1205 -2.1159 0.100
H 2.06653 -1.95972 2.17368 -2.5697 -0.4945 -0.6425 0.116
H 0.55792 -3.94536 0.29207 1.2226 -0.1135 2.1896 0.056
H 2.31315 -4.06402 0.98803 -2.6035 0.3095 1.0646 0.089
C 5.99952 3.65383 -1.01300 0.0409 0.3165 -0.1735 -0.082
C 6.86567 2.91419 -1.81780 -0.0306 0.2034 -0.3231 -0.048
C 7.05537 3.27287 -3.15333 -0.0447 -0.1128 0.2925 0.009
C 6.36717 4.36796 -3.68963 0.1036 -0.3970 0.4883 -0.087
C 5.48258 5.09237 -2.89159 0.1182 -0.3672 0.5188 -0.086
C 5.30697 4.74161 -1.54666 0.1834 -0.2693 0.0668 0.000
C 4.71399 6.21860 -3.45988 -0.8258 0.7369 0.7417 -0.282
O 3.93939 6.85768 -2.75861 0.3400 -0.3647 -0.3335 0.089
C 4.88574 6.55763 -4.88664 -0.1917 0.3607 -0.5031 -0.089
C 4.12058 7.58572 -5.45266 0.0263 0.0890 -0.3313 0.005
C 4.28639 7.92168 -6.79801 0.0313 -0.1676 0.3658 -0.055
C 5.22074 7.24031 -7.57749 0.1357 -0.2457 0.2411 -0.054
C 5.98033 6.21198 -7.01769 -0.1789 0.2132 -0.1159 0.009
C 5.80517 5.86369 -5.67183 -0.1335 0.3664 -0.5253 -0.086
C 6.58766 4.75092 -5.09842 1.0541 -0.7558 -0.9030 -0.278
O 7.40573 4.14850 -5.78401 -0.5590 0.3817 0.4628 0.100
H 5.85863 3.37996 0.03030 0.1058 0.1130 -0.3164 0.093
H 7.39576 2.05865 -1.40520 -0.0773 0.1664 -0.0824 0.111
H 7.73710 2.69398 -3.77425 -0.1890 0.2750 0.0161 0.123
H 4.62833 5.31093 -0.91392 0.1282 -0.0355 -0.2943 0.119
H 3.39117 8.12479 -4.85018 0.2525 -0.2198 -0.0066 0.121
H 3.68748 8.71681 -7.23682 0.1153 -0.1464 0.1077 0.109
H 5.35527 7.50664 -8.62362 -0.0098 -0.0643 0.2053 0.110
H 6.70437 5.68121 -7.63367 -0.1448 0.0253 0.3016 0.123
C -7.49557 -8.12162 -0.29728 0.0003 0.1962 0.2929 -0.048
C -6.37204 -7.60732 -0.94395 0.1375 0.2543 0.2399 -0.052
C -5.61243 -6.60722 -0.33478 -0.1641 -0.2380 -0.1664 0.004
C -5.98450 -6.11081 0.92046 -0.0552 -0.3057 -0.4465 -0.090
C -7.12179 -6.60774 1.55588 -0.1151 -0.4102 -0.4628 -0.084
C -7.87278 -7.62391 0.95079 0.0844 -0.0748 -0.2484 0.014
C -7.55177 -6.05686 2.85731 -1.3406 -0.6831 0.6300 -0.275
O -8.54868 -6.49529 3.41782 0.7191 0.3520 -0.3589 0.109
C -6.76851 -4.96475 3.46878 0.1194 0.5240 0.5300 -0.080
C -7.19743 -4.39370 4.67409 0.1830 0.2519 0.1410 0.016
C -6.45523 -3.36946 5.26602 -0.1228 -0.2834 -0.2330 -0.050
C -5.28090 -2.92015 4.66275 0.0441 -0.2136 -0.3548 -0.062
C -4.85427 -3.48336 3.45916 -0.2051 0.1266 0.3450 -0.009
C -5.60523 -4.50112 2.85622 0.1391 0.4170 0.4444 -0.086
C -5.16486 -5.06560 1.56518 0.9520 0.2835 -0.6082 -0.281
O -4.13538 -4.66808 1.03196 -0.3397 -0.0025 0.2044 0.066
H -8.08233 -8.90749 -0.76786 0.1046 0.1567 0.1109 0.112
H -6.08537 -7.98635 -1.92238 -0.0388 0.0760 0.1955 0.110
H -4.73359 -6.21415 -0.84323 -0.1874 -0.0196 0.2672 0.119
H -8.75413 -8.02632 1.44711 0.2408 0.2249 0.0067 0.125
H -8.11146 -4.74091 5.15326 0.2211 -0.0478 -0.2528 0.126
H -6.79290 -2.92387 6.19925 0.0514 -0.1099 -0.1835 0.111
H -4.69868 -2.12730 5.12733 -0.1091 -0.1391 -0.0746 0.104
H -3.93906 -3.12408 2.99152 -0.2609 -0.2245 -0.0239 0.101

Entry 2:
79
Properties=species:S:1:pos:R:3:forces:R:3:lowdin_charge:R:1 method="wB97M-V/def2-TZVPD" e_tot_ev=-121819.74892 total_charge=+2 multiplicity=5 lumo_energy_ha="-0.169 / -0.307" e_above_lowest_kcal_mol=23.9
Co -1.20582 -1.06198 -0.86734 -0.0161 0.5058 -0.3627 0.085
S -3.09319 -1.42692 -2.87134 -0.1062 -0.3820 0.1336 0.770
C -3.14571 -2.71570 -1.78687 -0.5456 0.1816 -0.7601 -1.082
N -2.27881 -2.72026 -0.77475 0.1952 -0.2212 0.6126 -0.079
C -2.44729 -3.79227 0.03691 -0.3523 -0.4561 -0.0396 -0.286
C -1.70829 -4.07468 1.18851 0.1174 -0.0375 0.1889 0.010
C -2.03859 -5.17897 1.93328 0.2569 0.2694 -0.0029 -0.041
C -3.08264 -6.03059 1.55010 -0.1287 0.0462 -0.2068 -0.030
C -3.81252 -5.78436 0.40367 -0.0766 -0.0595 -0.0239 -0.056
C -3.49711 -4.66420 -0.35500 0.1007 0.2548 -0.1334 -0.428
S -4.24500 -4.07920 -1.81037 0.4029 0.3061 0.2171 1.111
H -0.90102 -3.41852 1.47759 -0.0019 -0.0170 0.0484 0.083
H -1.48000 -5.38870 2.83074 0.0584 -0.0761 0.1224 0.113
H -3.31514 -6.88834 2.16315 -0.0482 -0.0652 -0.0083 0.122
H -4.61452 -6.43907 0.10493 -0.0947 -0.1057 -0.0129 0.122
C 1.28140 1.37924 -1.12180 0.1117 -0.0328 -1.0552 -0.258
N 1.39111 1.77120 0.25067 0.6893 0.7259 0.3442 -0.076
C 0.52850 1.19135 1.23485 -0.4957 -0.2726 0.8853 -0.255
P 0.13342 -0.62197 0.94820 0.0388 -0.4676 0.1267 1.026
C 1.69407 -1.38387 0.42317 -0.1702 0.1161 0.1310 -0.393
C 2.92496 -1.23707 1.06083 -0.1189 -0.0307 -0.2015 -0.085
C 4.01639 -1.95277 0.59689 0.1067 0.0753 0.0841 -0.051
C 3.89039 -2.80343 -0.49190 -0.1160 0.0029 -0.0573 -0.043
C 2.67247 -2.93360 -1.14464 0.1361 -0.0805 -0.0754 -0.048
C 1.58175 -2.22152 -0.68819 -0.4413 0.1945 0.0478 -0.113
C -0.16195 -1.19182 2.64228 0.0099 0.0479 -0.1586 -0.378
C -1.28467 -0.69254 3.30474 0.2264 -0.1025 -0.1078 -0.092
C -1.65734 -1.22835 4.52209 -0.1356 0.0192 0.0819 -0.058
C -0.91931 -2.25830 5.08466 0.0952 -0.0578 -0.0323 -0.051
C 0.20164 -2.74761 4.43148 -0.1069 -0.0747 0.1212 -0.059
C 0.56965 -2.23702 3.20059 0.1047 0.2045 -0.0411 -0.100
C 2.32851 2.69861 0.65196 -0.2485 -0.2397 -0.0855 -0.195
C 2.09444 3.49085 1.79275 -0.0281 0.1903 0.4887 0.019
C 3.05481 4.36397 2.25202 -0.2986 -0.0917 0.0409 -0.025
C 4.27188 4.48460 1.59012 -0.0711 -0.0593 -0.0419 -0.006
C 4.49981 3.73789 0.43883 -0.0358 -0.2085 -0.2260 -0.026
C 3.54668 2.86080 -0.03438 0.3377 0.1206 -0.3394 0.027
P -0.47211 0.96448 -1.70342 -0.0488 0.1826 -0.0287 1.015
C -1.48643 2.28172 -0.98384 0.1477 -0.0969 -0.0625 -0.407
C -2.73870 1.93347 -0.47961 0.2149 -0.2328 -0.1030 -0.102
C -3.58036 2.91315 0.01653 -0.0769 0.1102 0.0705 -0.052
C -3.16222 4.23605 0.03159 -0.0450 -0.1030 0.0133 -0.046
C -1.90906 4.58209 -0.45327 0.0939 0.1093 0.0077 -0.052
C -1.06996 3.61219 -0.97014 -0.1347 -0.1545 0.0915 -0.087
C -0.33810 1.41871 -3.44945 -0.0064 -0.1234 0.1150 -0.368
C 0.68117 0.85519 -4.21761 -0.1658 0.0932 0.1512 -0.097
C 0.73614 1.11055 -5.57320 0.0629 -0.0118 -0.1133 -0.061
C -0.22877 1.90887 -6.17056 -0.0008 0.0048 0.0645 -0.050
C -1.24035 2.46786 -5.40616 -0.0248 -0.0064 -0.1706 -0.053
C -1.30670 2.22157 -4.04780 0.1300 -0.1051 0.1550 -0.076
H 1.85333 0.45786 -1.32046 -0.0191 0.2005 0.1589 0.099
H 1.68863 2.16965 -1.76070 -0.1053 -0.1245 0.1624 0.110
H -0.45706 1.68720 1.24128 0.2448 0.0048 -0.0382 0.104
H 0.97555 1.30355 2.22755 -0.0714 -0.0640 -0.2541 0.110
H 3.02648 -0.58036 1.91426 0.0111 0.0040 0.1211 0.118
H 4.96940 -1.85767 1.09418 0.0983 0.0126 0.0408 0.117
H 4.74199 -3.36821 -0.83514 0.1197 -0.0556 -0.0339 0.118
H 2.57616 -3.59100 -1.99390 0.0077 -0.0738 -0.1026 0.118
H 0.60473 -2.30770 -1.19317 0.4598 -0.1921 0.1060 0.080
H -1.87562 0.09056 2.85003 -0.1319 0.1031 -0.0069 0.104
H -2.53689 -0.85921 5.02550 -0.0839 0.0625 0.0677 0.115
H -1.22493 -2.69439 6.02258 -0.0123 0.0222 0.1349 0.116
H 0.78891 -3.53426 4.87733 0.0296 -0.1464 0.0505 0.116
H 1.41509 -2.66110 2.67591 0.0452 0.0321 0.0272 0.104
H 1.13674 3.45426 2.28736 -0.0780 -0.0381 0.0684 0.124
H 2.85436 4.96645 3.12412 -0.0530 0.0503 0.0609 0.126
H 5.02896 5.15578 1.96410 0.0689 0.0708 0.0087 0.128
H 5.44184 3.83374 -0.07836 0.0571 -0.0470 -0.0752 0.125
H 3.76767 2.26163 -0.90380 -0.0039 -0.0821 -0.0787 0.124
H -3.04394 0.88517 -0.49495 -0.0707 0.2199 0.0020 0.085
H -4.55993 2.65293 0.38520 -0.0993 -0.0371 0.0549 0.116
H -3.81565 5.00127 0.42007 -0.0741 0.0741 0.0357 0.117
H -1.59071 5.61287 -0.43858 0.0100 0.1184 -0.0035 0.116
H -0.10323 3.88577 -1.36914 0.0784 0.0757 -0.0899 0.115
H 1.42039 0.21373 -3.75547 0.0948 -0.0868 -0.0232 0.103
H 1.52853 0.68344 -6.16645 0.0785 -0.0643 -0.0966 0.114
H -0.19562 2.08630 -7.23326 0.0300 0.0621 -0.1198 0.116
H -1.98534 3.09533 -5.86839 -0.0947 0.0538 -0.0839 0.116
H -2.10734 2.64562 -3.45916 -0.0338 0.0566 0.0134 0.108